{"formula": "C40H116O18", "method": "ωB97M-V with the def2-TZVPD basis set", "symbols": ["C", "C", "C", "O", "H", "H", "H", "H", "H", "H", "H", "H", "C", "C", "C", "O", "H", "H", "H", "H", "H", "H", "H", "H", "C", "C", "C", "O", "H", "H", "H", "H", "H", "H", "H", "H", "C", "C", "C", "O", "H", "H", "H", "H", "H", "H", "H", "H", "C", "C", "O", "H", "H", "H", "H", "H", "H", "C", "C", "O", "H", "H", "H", "H", "H", "H", "C", "C", "O", "H", "H", "H", "H", "H", "H", "C", "C", "O", "H", "H", "H", "H", "H", "H", "C", "C", "O", "H", "H", "H", "H", "H", "H", "C", "C", "O", "H", "H", "H", "H", "H", "H", "C", "C", "O", "H", "H", "H", "H", "H", "H", "C", "C", "O", "H", "H", "H", "H", "H", "H", "C", "C", "O", "H", "H", "H", "H", "H", "H", "C", "C", "O", "H", "H", "H", "H", "H", "H", "C", "C", "O", "H", "H", "H", "H", "H", "H", "C", "C", "O", "H", "H", "H", "H", "H", "H", "C", "C", "O", "H", "H", "H", "H", "H", "H", "C", "C", "O", "H", "H", "H", "H", "H", "H"], "coordinates": [[3.57973, 4.01360, -0.30360], [2.73554, 5.23668, 0.03833], [2.02800, 5.05068, 1.34114], [3.54399, 6.38173, 0.14620], [4.35335, 3.85049, 0.46822], [4.04711, 4.10561, -1.30088], [2.95173, 3.14156, -0.26623], [2.10660, 5.40457, -0.82896], [2.76053, 5.14942, 2.14424], [1.52958, 4.13106, 1.47201], [1.31656, 5.87190, 1.60554], [4.46675, 6.13380, 0.07204], [0.88321, 0.91563, -0.35723], [0.54182, -0.50467, 0.15939], [1.06834, -1.56130, -0.71781], [1.01864, -0.78077, 1.48478], [0.37813, 1.67221, 0.20414], [0.73480, 0.96849, -1.45411], [1.97209, 1.03113, -0.18986], [-0.54244, -0.60719, 0.17962], [0.66961, -1.43750, -1.71675], [0.78473, -2.49646, -0.29965], [2.16830, -1.52844, -0.80480], [0.72446, -0.02324, 2.05009], [1.06662, 2.76159, 5.09362], [1.03765, 2.51952, 3.59854], [2.38322, 2.11314, 3.06849], [0.12012, 1.47024, 3.19250], [1.44820, 1.88918, 5.60491], [0.04011, 2.95170, 5.45398], [1.69144, 3.62963, 5.34395], [0.71191, 3.45002, 3.05341], [2.63526, 1.11948, 3.54912], [3.09449, 2.88363, 3.36710], [2.38344, 2.08741, 1.95146], [-0.67004, 1.89830, 2.77097], [-2.67384, -1.19622, 4.70108], [-3.42633, -1.21716, 3.35753], [-2.52732, -0.80519, 2.16426], [-4.13229, -2.41213, 3.10048], [-1.92477, -2.00906, 4.65371], [-3.29420, -1.34473, 5.59563], [-2.04072, -0.30696, 4.79907], [-4.18943, -0.45071, 3.35206], [-1.84966, -1.62507, 1.88630], [-1.96593, 0.06718, 2.41943], [-3.14436, -0.65585, 1.27990], [-3.48695, -3.12633, 3.19470], [3.43314, 4.24925, -5.66585], [2.69849, 4.77352, -4.44995], [1.63929, 3.97700, -3.88524], [3.78023, 3.26036, -5.50585], [4.24483, 4.95524, -5.98134], [2.73712, 4.13679, -6.50866], [2.30603, 5.73794, -4.67751], [3.44036, 5.02366, -3.67801], [1.98176, 3.04402, -3.65796], [-2.81034, 0.87768, -5.06424], [-1.61606, 1.76624, -4.85609], [-1.20226, 1.54298, -3.48613], [-3.53624, 1.21893, -4.31661], [-2.53329, -0.13896, -4.98942], [-3.22954, 1.05242, -6.06677], [-1.85456, 2.79909, -4.95772], [-0.78134, 1.58615, -5.57595], [-0.85996, 2.37927, -3.14013], [-2.01815, -6.18753, -1.12708], [-1.53882, -5.25973, -0.01460], [-0.15920, -4.94494, -0.27003], [-1.62972, -7.19105, -1.03478], [-1.70185, -5.69094, -2.07345], [-3.09980, -6.31234, -1.16109], [-1.60300, -5.80081, 0.97726], [-2.08869, -4.36058, 0.27778], [0.15386, -4.30591, 0.34386], [3.50715, -4.76913, -0.92578], [2.67616, -5.22781, -2.06677], [1.85623, -4.15854, -2.65432], [4.16595, -5.62039, -0.77658], [2.86918, -4.64381, -0.05440], [4.15246, -3.92094, -1.19446], [1.96827, -5.99772, -1.72991], [3.33057, -5.56612, -2.86545], [1.09905, -4.14546, -2.05083], [4.76976, -0.25379, 1.60892], [4.94402, -1.65695, 1.21326], [6.35085, -1.92638, 1.29097], [3.68296, -0.06312, 1.54636], [5.24896, 0.42123, 0.91066], [5.13154, 0.04146, 2.59375], [4.62099, -1.78929, 0.17460], [4.31423, -2.30569, 1.85251], [6.51978, -2.87315, 1.23648], [1.23701, -2.48566, -5.50708], [0.22636, -1.41026, -5.32579], [0.69295, -0.50487, -4.30559], [2.23067, -2.15817, -5.84037], [0.90626, -3.19644, -6.31560], [1.47993, -3.08438, -4.62418], [-0.76689, -1.72787, -4.98547], [0.12364, -0.83246, -6.24764], [-0.00441, 0.14976, -4.04179], [-3.18238, 4.56194, 2.69514], [-2.49038, 3.38744, 3.24304], [-1.71429, 2.77442, 2.19459], [-2.34680, 5.21594, 2.36496], [-3.83424, 5.13245, 3.35595], [-3.69008, 4.28142, 1.77350], [-3.14629, 2.59649, 3.60163], [-1.82694, 3.64920, 4.03799], [-2.39109, 2.45868, 1.54999], [1.26059, -5.36745, 3.32070], [0.88020, -3.90572, 3.35528], [0.68986, -3.47823, 1.97428], [2.13995, -5.32044, 2.67282], [0.45410, -5.86886, 2.78421], [1.39767, -5.70947, 4.30582], [1.55760, -3.20564, 3.88681], [-0.09801, -3.82093, 3.85927], [0.85979, -2.53358, 1.98196], [-6.13628, 0.94845, 0.52681], [-5.15051, 1.99904, 0.96135], [-3.75573, 1.68364, 0.82925], [-6.09909, 0.16434, 1.27204], [-5.82085, 0.57130, -0.48009], [-7.14171, 1.35882, 0.52440], [-5.32648, 2.26442, 1.99398], [-5.27778, 2.98412, 0.42429], [-3.51985, 1.35154, -0.06107], [-2.51541, -1.75153, -1.89845], [-3.64745, -0.71748, -1.95938], [-3.11503, 0.53622, -1.66177], [-1.98516, -1.61295, -0.93099], [-1.76354, -1.47843, -2.68307], [-2.87716, -2.79010, -1.93192], [-4.42290, -1.00057, -1.24535], [-4.03816, -0.71192, -2.92883], [-2.49632, 0.85652, -2.36599], [-5.36125, -4.55925, 0.79377], [-5.21870, -3.23045, 0.11856], [-5.68126, -3.28589, -1.26291], [-4.72856, -5.29132, 0.25587], [-6.42182, -4.88175, 0.87550], [-4.91869, -4.49520, 1.80135], [-4.12639, -2.98376, 0.09436], [-5.72792, -2.33420, 0.51114], [-6.12979, -4.13555, -1.31076], [5.11896, 0.38813, -3.88209], [4.02264, 0.86263, -3.00256], [2.84075, 1.19328, -3.68341], [6.04445, 0.23534, -3.33690], [5.35013, 1.21844, -4.58660], [4.89000, -0.53829, -4.47740], [4.24566, 1.76507, -2.45792], [3.76900, 0.05673, -2.27305], [2.38202, 0.38886, -4.03943], [2.65375, -1.16341, 6.38404], [1.27141, -1.16078, 5.71683], [0.47026, -2.30579, 6.03310], [2.69953, -1.31304, 7.44085], [3.11891, -0.27357, 6.06352], [3.23229, -1.98674, 5.91651], [1.40914, -1.03816, 4.64301], [0.75339, -0.24327, 6.03925], [0.19507, -2.09403, 6.90838], [-2.05299, 4.28375, -1.05229], [-1.58866, 5.02053, -2.28534], [-0.82316, 4.18447, -3.14436], [-2.49621, 3.36074, -1.33329], [-2.73030, 4.91349, -0.46580], [-1.22403, 3.95084, -0.40855], [-0.98551, 5.79054, -1.88855], [-2.42047, 5.42957, -2.83889], [0.14478, 4.47653, -3.25707]], "forces_ev_per_angstrom": [[0.4, 0.2, 0.2], [0.7, -0.7, -0.5], [-0.4, 1.9, 1.1], [0.4, 1.0, 0.0], [-0.1, 0.2, -0.3], [-0.2, -0.1, 0.4], [-0.3, -0.5, -0.3], [-0.7, 0.0, 0.0], [0.3, -0.3, 0.0], [-0.6, -1.1, -0.3], [0.3, -0.5, -0.6], [0.1, 0.0, 0.0], [1.3, -1.4, -0.1], [-0.5, 1.0, 0.2], [1.1, 0.1, -0.8], [-0.1, 1.3, 0.4], [-0.5, 0.6, 0.1], [-0.2, 0.1, 0.6], [-0.3, 0.1, -0.1], [-0.3, 0.1, 0.0], [-0.1, -0.2, -0.3], [-0.1, -0.9, 0.0], [-0.3, 0.0, 0.1], [0.2, -0.5, -0.1], [-0.8, 0.3, -0.1], [-0.8, 0.1, -1.5], [0.4, -0.4, 0.0], [0.7, -0.1, 0.8], [0.2, -0.3, 0.2], [0.4, 0.0, 0.0], [-0.1, -0.2, -0.1], [0.2, -0.7, 0.8], [0.0, 1.0, -0.8], [0.4, -0.2, 0.1], [0.0, -0.4, 0.9], [0.3, -0.1, 0.1], [0.6, -0.8, -0.6], [0.4, 1.4, -0.3], [-0.5, -1.8, 0.2], [0.3, -0.5, 0.2], [-0.3, 0.1, 0.2], [0.0, 0.1, -0.4], [-0.4, 0.1, 0.0], [-0.5, 0.2, 0.3], [0.2, 0.1, 0.3], [0.4, 0.6, -0.1], [0.0, 0.3, 0.1], [-0.1, 0.0, 0.0], [-0.8, 0.7, -0.8], [0.8, 0.0, 0.9], [1.4, -1.4, -0.2], [0.8, -0.9, 0.3], [-0.6, -0.7, 0.4], [0.1, 0.3, 0.1], [-0.9, 0.6, -0.3], [0.0, -0.4, 0.2], [-0.4, 1.6, -0.6], [-0.4, 1.8, -0.8], [0.8, -0.5, 0.1], [0.1, -0.7, -0.6], [-0.1, -0.6, -0.2], [0.0, -1.2, 0.3], [0.0, -0.1, 0.3], [-0.4, 0.8, -0.1], [-0.4, -0.2, 0.6], [0.1, 0.6, 0.0], [-0.2, 1.5, -0.5], [0.9, -1.0, 2.1], [-1.0, -1.1, -1.6], [0.6, -0.1, 0.0], [-0.2, -0.7, 0.4], [-0.1, 0.3, 0.1], [0.2, 0.0, -0.8], [-0.4, 0.2, -1.1], [0.4, 0.9, 1.5], [0.5, -0.4, 0.0], [-1.3, 0.9, -1.2], [0.4, -0.9, 0.8], [0.3, -0.1, 0.6], [0.3, 0.5, 0.3], [-0.5, 0.0, 0.3], [0.5, -0.2, -0.2], [-0.2, -0.3, -0.2], [-0.2, 0.3, -0.2], [-1.3, 1.5, -0.1], [0.6, -0.9, -0.1], [-0.1, -0.4, 0.2], [0.4, 0.2, 0.2], [0.2, 0.1, -0.3], [0.0, -0.5, 0.1], [-0.2, -0.1, 0.1], [0.5, 0.0, -0.2], [-0.1, 0.1, -0.1], [0.6, -1.9, -0.9], [-0.1, 1.4, 0.7], [-0.2, 0.5, 0.3], [-0.4, 0.6, -0.1], [0.1, 0.6, 0.8], [-0.6, 0.2, 0.1], [0.2, -0.6, -0.4], [-0.2, -0.1, -0.2], [0.7, -0.7, -0.2], [0.6, 1.5, -1.1], [-0.1, -1.7, -0.2], [-0.7, 0.9, -0.3], [-0.6, 0.1, 0.1], [0.0, -0.3, 0.1], [-0.4, 0.1, 0.1], [-0.4, 0.1, 0.3], [0.6, 0.1, 0.5], [0.2, -0.2, 0.1], [0.1, 1.9, -1.7], [-1.5, 0.5, -0.2], [0.4, -0.6, 1.0], [0.3, -1.0, 0.4], [0.1, -0.3, 0.2], [0.4, -0.8, 1.0], [0.0, -0.7, -0.4], [0.3, 0.2, 0.0], [-0.1, 0.8, -0.4], [1.0, -0.2, -0.7], [0.6, 2.2, -0.9], [-0.4, -0.4, 0.3], [-0.1, -0.6, -0.1], [-0.7, 0.2, 0.8], [-0.1, 0.0, -0.2], [0.2, -0.1, 0.5], [-0.3, -0.9, 0.1], [-0.3, 0.0, -0.1], [0.5, 0.5, 0.4], [1.3, -1.5, 1.0], [0.2, 1.6, 0.3], [-0.3, -0.2, -0.5], [-0.6, -0.7, 0.4], [0.2, 0.3, -0.4], [0.0, 0.4, 0.0], [-1.0, -0.1, -1.5], [-0.3, -0.3, 0.5], [0.0, -0.2, 0.7], [0.8, 1.2, -1.3], [0.2, -0.5, 0.6], [-0.6, 0.2, 0.1], [0.7, 0.0, -0.1], [-0.4, 0.0, -0.2], [-0.8, -0.1, 0.0], [0.1, -0.7, 0.6], [-0.1, 0.1, -0.4], [0.8, 0.4, -1.7], [-1.1, -1.4, 1.2], [-1.0, -0.2, -1.1], [0.1, -0.2, 0.3], [-0.1, -0.6, 0.1], [0.0, 0.9, 0.7], [0.6, 0.2, 0.3], [0.3, 0.5, -0.1], [0.2, 0.7, 0.4], [-0.4, -1.9, -1.8], [0.2, 0.7, 0.8], [0.7, 0.4, -1.1], [-0.3, 0.2, 0.7], [0.8, 1.3, 0.0], [-0.1, 0.3, 0.4], [-0.2, -0.4, -0.1], [-0.2, -0.2, -0.1], [-0.6, -0.3, 1.1], [0.5, -0.1, 0.4], [0.3, -0.9, 0.4], [1.2, 0.5, 0.0], [-1.0, -0.8, -0.3], [0.0, -0.3, -0.1], [0.0, 0.5, -0.1], [0.8, 1.4, -0.1], [-0.3, 0.2, -0.2], [-1.6, -0.6, 0.1]], "charge": 0, "largest_force_ev_per_a": 2.6, "e_above_lowest_ev": 0.0000, "e_tot_ha": -2947.789606, "homo_lumo_gap_ev": 10.32}